Below is a molecular structure, C30H28BrCl3N4O5Se2V in a non-equilibrium geometry, with properties calculated with ωB97M-V/def2-TZVPD.

Properties
* total charge: 0
* multiplicity: 4
* <S²>: 3.772
* relative energy (zero: lowest compared OMol25 entry of this formula, charge and spin): 84.22 kJ/mol
* HOMO energy (spin up / spin down): -0.2687 / -0.2957 hartree
* gap between HOMO and LUMO (spin up / spin down): 7.11 / 6.59 eV

Geometry as XYZ:
```
74
Properties=species:S:1:pos:R:3:forces:R:3:lowdin_charge:R:1
V -0.14212 -0.92523 -1.58882 0.70 -1.19 0.23 0.826
Se 1.76376 -1.28688 -4.61538 -0.05 0.01 0.01 0.693
Se 1.30940 -2.98934 -2.28510 -0.22 0.22 0.09 0.751
C 2.11770 -2.59059 -0.61287 -0.05 0.02 0.07 -0.666
C 3.40002 -3.00410 -0.26258 -0.01 -0.01 0.01 -0.083
C 3.86704 -2.71130 1.00422 -0.01 0.00 0.00 -0.047
C 3.04381 -2.02829 1.89084 0.00 -0.05 0.02 -0.046
C 1.79161 -1.64394 1.45189 -0.07 -0.03 0.01 -0.126
N 1.33252 -1.89875 0.22328 0.02 0.18 -0.20 0.003
C -0.10915 -1.05757 -4.70125 -0.03 -0.03 0.02 -0.745
C -0.70351 -0.99029 -5.97047 0.04 -0.01 -0.01 -0.115
C -2.06879 -0.89689 -6.09266 -0.03 0.01 0.03 -0.051
C -2.85597 -0.89959 -4.94169 0.03 -0.01 -0.04 -0.054
C -2.21917 -0.94687 -3.72732 0.01 0.02 0.02 -0.138
N -0.87717 -0.98557 -3.59519 -0.03 0.20 0.04 -0.074
H 4.00168 -3.54466 -0.97921 0.00 0.00 0.00 0.106
H 4.86060 -3.01857 1.30429 0.00 0.00 0.00 0.113
H 3.36060 -1.78994 2.89652 -0.01 -0.01 -0.02 0.101
H 1.11700 -1.12642 2.12843 0.02 0.00 -0.01 0.109
H -0.06564 -1.04010 -6.84125 0.00 -0.01 0.00 0.098
H -2.52513 -0.84890 -7.07298 0.00 0.00 0.00 0.113
H -3.93487 -0.86859 -4.98689 0.00 0.00 0.00 0.110
H -2.76766 -0.95424 -2.79484 0.00 0.01 0.00 0.102
C -2.67139 2.07964 -2.32608 0.03 0.04 0.04 -0.071
O -1.81643 1.51893 -1.33612 0.01 0.03 0.07 -0.108
C -1.70801 2.21485 -0.16539 -0.07 0.02 -0.13 -0.212
C -2.44680 3.33796 0.16642 0.04 -0.05 0.00 -0.054
C -2.20093 3.97933 1.37717 0.01 -0.03 -0.02 -0.673
Br -3.23020 5.50615 1.81707 0.00 0.00 0.00 0.749
C -1.22463 3.54372 2.24174 -0.01 -0.02 0.00 -0.061
C -0.47861 2.41383 1.90360 0.01 0.09 0.09 -0.064
C -0.74832 1.73735 0.72725 0.09 -0.06 -0.01 -0.180
O -0.11061 0.58311 0.38125 -0.18 0.07 0.00 -0.003
C 0.60606 1.96030 2.79225 -0.06 0.04 0.02 -0.273
N 0.51110 1.81948 4.08437 0.03 -0.05 -0.02 0.191
C 1.76543 1.37771 4.48303 -0.02 -0.01 0.01 -0.225
C 2.23649 1.05640 5.75599 0.00 0.00 0.01 -0.017
C 3.54796 0.64263 5.87175 0.01 -0.01 -0.01 -0.095
C 4.38990 0.54773 4.75016 -0.01 0.01 0.01 -0.099
C 3.93954 0.85553 3.48124 0.00 0.04 0.01 -0.037
C 2.61318 1.26318 3.37382 0.01 0.03 0.00 -0.199
N 1.84214 1.62957 2.29039 0.05 0.00 -0.01 0.168
H -3.71427 2.04033 -2.00250 -0.01 0.00 0.00 0.106
H -2.54310 1.48089 -3.22172 0.01 0.02 0.03 0.063
H -2.38436 3.11007 -2.54292 0.01 0.02 0.00 0.097
H -3.20147 3.72931 -0.49554 -0.03 0.01 -0.05 0.101
H -1.02010 4.05179 3.17269 -0.01 0.01 0.00 0.116
H 0.64950 0.43523 0.96276 0.04 -0.01 -0.13 0.068
H 1.58678 1.13685 6.61701 0.00 0.00 0.00 0.111
H 3.94379 0.38958 6.84650 0.00 0.00 0.00 0.098
H 5.41572 0.23114 4.88673 0.00 0.00 0.00 0.100
H 4.58436 0.78932 2.61453 0.00 0.00 0.00 0.116
H 2.17095 1.80074 1.33924 -0.01 0.00 -0.03 0.123
C -3.82609 -2.20606 -0.26830 0.00 0.01 -0.03 -0.033
C -2.35721 -2.27371 0.13658 0.16 -0.16 0.04 -0.672
C -2.14578 -1.56595 1.47039 -0.01 0.01 -0.02 -0.015
C -1.88093 -3.72036 0.21426 0.01 0.01 -0.01 -0.027
O -1.61777 -1.60804 -0.87046 -0.27 0.38 -0.11 -0.319
H -4.46057 -2.64936 0.50036 -0.01 -0.01 0.00 0.088
H -3.98951 -2.74630 -1.20291 0.01 0.01 -0.01 0.085
H -4.12384 -1.16412 -0.40560 -0.01 -0.01 0.02 0.084
H -2.71329 -2.06551 2.25690 -0.01 0.00 0.00 0.094
H -2.47245 -0.52620 1.41139 0.00 0.00 0.00 0.087
H -1.09058 -1.58552 1.74029 0.00 0.00 0.01 0.064
H -2.45751 -4.28070 0.95226 0.00 0.00 0.01 0.089
H -0.82639 -3.75098 0.49289 0.00 0.00 0.00 0.074
H -1.99071 -4.20294 -0.75803 0.00 0.00 0.00 0.087
Cl 3.20113 2.86592 -3.32304 0.01 0.03 0.00 0.632
C 1.61785 2.57336 -2.58365 0.03 -0.01 -0.06 -1.470
Cl 0.46863 2.11402 -3.84723 -0.02 0.08 0.02 0.655
Cl 1.02940 4.04283 -1.78572 0.00 -0.04 0.00 0.642
C 1.82513 1.45115 -1.50858 -0.07 -0.09 0.06 -0.756
O 2.40233 1.78746 -0.48905 0.05 0.03 0.05 0.011
O 1.40795 0.29501 -1.81036 -0.12 0.25 -0.14 -0.216
```
Forces are in eV/Å.


Below is a single C5H8N2O2 molecule, with properties calculated with ωB97M-V/def2-TZVPD.

Properties
* total charge: 0
* SMILES string: CC1=C([O-])[N@@+]2(C)N[C@]12O
* relative energy (zero: lowest compared OMol25 entry of this formula, charge and spin): 485.36 kJ/mol
* HOMO energy: -0.2947 hartree
* gap between HOMO and LUMO: 8.48 eV

Geometry as XYZ:
```
17
Properties=species:S:1:pos:R:3:forces:R:3:lowdin_charge:R:1
C -1.85184 1.77216 -0.09488 -0.06 0.01 -0.02 -0.049
C -0.63813 0.89709 -0.16435 -0.03 0.04 -0.03 -0.204
C 0.66424 1.23151 -0.41503 0.17 -0.06 0.04 -0.298
O 1.51292 2.05503 -0.48271 -0.25 -0.35 -0.01 0.117
N 1.15638 -0.48435 -0.59819 -0.47 0.12 0.03 -0.069
C 1.94886 -1.23541 0.36036 -0.14 -0.02 -0.07 -0.079
N 0.00666 -1.19904 -1.27808 0.10 0.15 0.26 0.132
C -0.56124 -0.54983 -0.18361 0.47 -0.17 -0.01 -0.406
O -1.07468 -1.33039 0.78149 0.15 0.17 -0.16 0.118
H -2.44585 1.74624 -1.01491 0.04 0.01 0.06 0.077
H -2.51486 1.49216 0.72990 0.04 0.02 -0.04 0.070
H -1.55010 2.80609 0.07709 0.00 -0.05 -0.01 0.083
H 1.35461 -1.71307 1.15342 0.01 0.03 -0.05 0.078
H 2.54281 -2.00101 -0.14691 -0.03 0.04 0.03 0.082
H 2.63526 -0.52135 0.81736 -0.03 -0.02 -0.02 0.092
H 0.10905 -2.19817 -1.08134 0.00 0.09 0.06 0.121
H -1.29408 -0.76766 1.54040 0.01 -0.02 -0.09 0.135
```
Forces are in eV/Å.


Below is a single C5H10N2O molecule in a non-equilibrium geometry, with properties calculated with ωB97M-V/def2-TZVPD.

Properties
* total charge: 0
* SMILES string: C=C(C)/C(N)=C(/N)O
* relative energy (zero: lowest compared OMol25 entry of this formula, charge and spin): 193.57 kJ/mol
* HOMO energy: -0.2581 hartree
* gap between HOMO and LUMO: 7.79 eV

Geometry as XYZ:
```
18
Properties=species:S:1:pos:R:3:forces:R:3:lowdin_charge:R:1
C -1.80373 0.17830 -1.08063 -0.21 0.17 0.09 0.026
C -1.06277 -0.24652 -0.05983 -0.29 0.59 0.67 -0.311
C -1.45100 -1.46863 0.71814 0.00 -0.08 0.27 -0.057
C 0.14019 0.54920 0.35537 0.29 -1.43 -1.60 -0.252
N 0.04927 1.95209 0.33918 0.38 0.19 0.14 0.084
C 1.30085 -0.11830 0.16352 0.54 0.66 0.74 -0.386
N 2.50316 0.44448 -0.31364 -0.12 0.13 0.53 0.110
O 1.45191 -1.44603 0.49329 -0.04 0.16 -0.44 0.031
H -1.55396 1.04246 -1.67746 0.09 0.16 0.03 0.055
H -2.74294 -0.29350 -1.31824 -0.04 -0.32 -0.17 0.058
H -2.26899 -1.21958 1.39970 0.02 -0.05 0.01 0.085
H -1.78423 -2.26373 0.05289 -0.04 -0.02 0.03 0.082
H -0.61560 -1.82950 1.31222 -0.15 -0.07 -0.03 0.065
H -0.83076 2.28824 -0.00034 -0.18 0.08 -0.16 0.067
H 0.82748 2.45136 -0.06804 -0.21 0.01 0.05 0.066
H 3.26391 0.37700 0.35499 0.04 0.06 -0.04 0.094
H 2.40873 1.40543 -0.62316 0.05 -0.29 -0.01 0.075
H 2.16848 -1.80276 -0.04796 -0.12 0.03 -0.11 0.108
```
Forces are in eV/Å.


Below is a gas-phase ion, C4H10NOS2 (charge +1) in a non-equilibrium geometry, with properties calculated with ωB97M-V/def2-TZVPD.

Properties
* total charge: +1
* SMILES string: CSSC[C@@H]([NH3+])C=O
* relative energy (zero: lowest compared OMol25 entry of this formula, charge and spin): 200.45 kJ/mol
* HOMO energy: -0.4399 hartree
* gap between HOMO and LUMO: 8.03 eV

Geometry as XYZ:
```
18
Properties=species:S:1:pos:R:3:forces:R:3:lowdin_charge:R:1
C 3.37340 -0.81680 1.11572 2.77 1.66 -0.16 -0.476
S 1.76887 -1.30238 0.47332 1.11 -3.10 -0.44 0.455
S 0.56382 0.17313 0.26144 -0.48 3.70 -1.80 0.468
C -1.13131 0.26222 0.92458 1.05 2.10 1.60 -0.405
C -1.93138 0.92268 -0.26630 0.27 0.47 1.25 -0.289
N -1.39792 2.34850 -0.55486 0.71 -0.28 -2.77 0.175
C -1.79642 -0.00024 -1.46861 0.95 1.43 -1.43 -0.304
O -2.45506 -0.96587 -1.51456 -1.35 -2.03 0.35 0.144
H 3.73011 0.29394 0.98460 -1.41 -1.81 0.35 0.076
H 3.32994 -1.07697 2.19666 0.85 0.13 -0.87 0.027
H 4.27482 -1.30846 0.45646 -2.66 0.42 1.79 0.110
H -1.13168 0.71077 1.98498 -0.44 0.05 -1.80 0.121
H -1.42034 -0.71220 1.08894 -1.33 -2.19 -0.07 0.055
H -2.97489 1.07856 -0.00959 -0.14 -0.37 0.02 0.159
H -1.29110 2.79155 0.34898 0.15 0.63 0.03 0.151
H -1.92587 3.00197 -1.29882 1.04 -2.01 2.29 0.245
H -0.43505 2.14901 -0.98630 -1.08 0.68 0.91 0.141
H -1.13886 0.22014 -2.35394 -0.03 0.51 0.74 0.147
```
Forces are in eV/Å.


Below is a single C17H21FN2O5S2 molecule, with properties calculated with ωB97M-V/def2-TZVPD.

Properties
* total charge: 0
* SMILES string: CCN(CC)S(=O)(=O)c1ccc(OC)c(NS(=O)(=O)c2ccc(F)cc2)c1
* HOMO energy: -0.3276 hartree
* gap between HOMO and LUMO: 9.29 eV

Geometry as XYZ:
```
48
Properties=species:S:1:pos:R:3:forces:R:3:lowdin_charge:R:1
C 0.99948 1.65972 -3.36530 0.29 -0.13 0.13 -0.067
C 2.33597 1.01719 -3.00596 -0.15 -0.08 -0.61 -0.255
N 2.46999 0.79123 -1.57811 0.34 -0.90 0.15 -0.252
C 2.94756 1.91972 -0.80158 0.19 0.24 0.55 -0.249
C 2.61284 1.76882 0.67607 0.09 0.24 -0.11 -0.078
S 3.06844 -0.69937 -1.09706 -0.21 -0.08 0.25 0.688
O 3.11098 -1.57601 -2.23009 -0.30 0.08 -0.15 -0.275
O 4.26800 -0.54860 -0.31896 -0.22 0.16 0.08 -0.284
C 1.74792 -1.25766 -0.02312 0.47 0.13 -0.14 -0.269
C 1.98349 -1.65494 1.27413 0.17 0.04 -0.17 -0.049
C 0.92288 -2.07128 2.06782 -0.19 -0.07 0.04 0.006
C -0.36728 -2.08085 1.55816 -0.10 0.10 -0.10 -0.198
O -1.48701 -2.43403 2.25598 0.18 0.14 -0.54 -0.087
C -1.33451 -2.91358 3.57362 -0.02 -0.08 0.27 -0.070
C -0.59196 -1.69427 0.21945 0.80 0.06 0.17 -0.212
N -1.88341 -1.73003 -0.30250 -0.68 0.29 -0.60 -0.032
S -2.50111 -0.38875 -1.10114 -0.18 -0.07 0.63 0.678
O -3.89514 -0.65289 -1.27048 -0.04 -0.07 0.28 -0.273
O -1.69378 -0.10332 -2.24428 0.24 0.01 0.17 -0.277
C -2.27600 0.90648 0.11572 -0.07 -0.44 -0.64 -0.266
C -1.17475 1.73711 0.03984 0.00 0.07 0.01 -0.042
C -0.98562 2.70030 1.01709 -0.14 0.05 0.18 0.011
C -1.90704 2.78928 2.04788 0.04 -0.12 -0.16 -0.260
F -1.72243 3.71672 3.00255 -0.02 -0.06 -0.07 0.073
C -3.01309 1.95786 2.13076 0.12 0.06 -0.01 0.014
C -3.19348 1.00390 1.14500 -0.07 0.07 0.09 -0.044
C 0.47553 -1.28637 -0.56079 -0.15 -0.21 0.19 0.002
H 0.95265 1.80368 -4.44145 -0.04 0.08 -0.12 0.079
H 0.89150 2.63154 -2.88738 -0.07 0.14 0.02 0.067
H 0.16728 1.02557 -3.06954 -0.03 -0.01 0.01 0.042
H 3.16434 1.64058 -3.36989 -0.01 -0.12 0.05 0.125
H 2.41405 0.03795 -3.47863 0.03 0.22 -0.17 0.103
H 4.03467 2.03011 -0.91621 -0.12 0.11 -0.07 0.123
H 2.46434 2.81495 -1.20158 0.03 -0.11 -0.05 0.116
H 1.56819 1.49739 0.80574 -0.10 0.02 0.07 0.056
H 2.80768 2.70672 1.19143 0.01 0.06 0.10 0.081
H 3.23308 0.99491 1.11588 -0.01 0.04 0.17 0.058
H 2.99091 -1.63713 1.65689 0.11 0.01 0.11 0.118
H 1.11457 -2.37530 3.08406 -0.02 -0.03 0.10 0.109
H -2.33807 -3.16994 3.90876 0.10 0.01 0.03 0.097
H -0.70314 -3.80569 3.60301 -0.01 0.04 -0.02 0.101
H -0.91733 -2.14606 4.23208 0.00 -0.02 -0.04 0.099
H -2.56081 -2.14451 0.32112 -0.22 0.04 0.01 0.118
H -0.48876 1.62818 -0.78446 0.17 0.05 -0.10 0.099
H -0.14648 3.37681 0.99081 0.09 0.06 0.01 0.120
H -3.70805 2.06860 2.94774 -0.06 0.02 0.07 0.123
H -4.04589 0.34356 1.15034 -0.15 -0.04 0.09 0.119
H 0.31325 -0.99710 -1.58430 -0.08 0.00 -0.15 0.111
```
Forces are in eV/Å.


Below is 2 unconnected molecules or ions with the total composition C5H13NO in a non-equilibrium geometry, with properties calculated with ωB97M-V/def2-TZVPD.

Properties
* total charge: +1
* multiplicity: 2
* <S²>: 0.756
* relative energy (zero: lowest compared OMol25 entry of this formula, charge and spin): 312.09 kJ/mol
* HOMO energy (spin up / spin down): -0.5002 / -0.4891 hartree
* gap between HOMO and LUMO (spin up / spin down): 10.15 / 3.92 eV

Geometry as XYZ:
```
20
Properties=species:S:1:pos:R:3:forces:R:3:lowdin_charge:R:1
C -1.15015 1.19498 0.46876 0.08 0.54 0.54 -0.133
C -1.38085 -0.07757 -0.45265 -1.50 0.52 -2.07 -0.142
C -0.17283 -0.81983 -0.91407 3.19 0.20 0.40 -0.235
C 0.88691 -2.97303 -0.09104 0.61 0.13 0.05 0.048
C -0.13707 -2.26913 -0.59237 0.04 -1.11 0.33 -0.178
N -0.67910 2.42056 -0.15910 -2.31 -2.99 -0.77 0.288
H -2.06901 1.36991 1.04353 0.65 0.18 0.10 0.145
H -0.30458 0.83213 1.05611 -0.12 -0.14 0.70 0.127
H -2.02223 0.21673 -1.31240 0.60 0.36 0.21 0.135
H -2.10781 -0.73998 0.01543 0.33 0.11 1.06 0.133
H 0.07127 -0.77949 -1.98559 -0.68 0.40 0.00 0.135
H 0.80382 -0.40971 -0.48593 -1.15 -0.10 -0.23 0.131
H 0.94232 -4.05124 -0.11430 -0.76 -0.19 0.07 0.065
H 1.84543 -2.62449 0.33107 -0.68 0.67 -0.47 0.076
H -1.03210 -2.80715 -0.90781 0.21 -0.13 -0.04 0.115
H -1.43555 3.08439 -0.27767 0.30 0.86 0.18 0.152
H -0.22538 2.18582 -1.03513 1.02 0.67 -0.10 0.150
H 2.53160 0.82598 1.29648 0.60 0.12 0.31 0.046
H 1.40793 1.73937 1.10311 0.08 0.58 0.19 -0.027
O 2.28132 1.73660 1.50891 -0.50 -0.68 -0.47 -0.029
```
Forces are in eV/Å.